*i*
DFT (ωB97M-V/def2-TZVPD) results for 2 unconnected molecules or ions with the total composition C4H12ClNSi.

Orbital gap   7.395 eV
LUMO   -0.83 eV
Highest occupied orbital energy   -8.22 eV

The geometry in ORCA input format:
```
! RIJCOSX wB97M-V def2-TZVPD def2/J DEFGRID3
* xyz 0 1
Cl 3.0539 0.3590 1.6069
Si 0.0689 -0.7012 0.2305
N -0.4306 0.9199 -0.0948
C 0.1656 2.0221 0.6157
C -0.9063 -1.6117 1.6066
C -0.8262 1.2656 -1.5153
C 1.0182 -1.7973 -1.1000
H -1.6884 -0.8525 1.8453
H -0.2976 -1.9403 2.4690
H 0.3251 1.6242 1.6927
H -1.4978 -2.5112 1.1568
H -1.6324 2.0681 -1.5016
H -1.2889 0.3611 -1.9390
H 0.2169 -2.2045 -1.7740
H 1.1047 2.2662 0.1688
H 1.4246 -2.6455 -0.4958
H -0.0265 1.8015 -2.0847
H -0.5258 2.8764 0.7292
H 1.7425 -1.2999 -1.6161
*
```

*ii*
DFT (ωB97M-V/def2-TZVPD) results for C4H12ClNSi in the gas phase.

SMILES   CN[Si@@H](Cl)C(C)C
Orbital gap   9.738 eV
LUMO   0.89 eV
Highest occupied orbital energy   -8.84 eV

The geometry in ORCA input format:
```
! RIJCOSX wB97M-V def2-TZVPD def2/J DEFGRID3
* xyz 0 1
Cl 2.9994 -0.5690 0.2485
Si 1.2888 0.2017 -0.4874
N 1.1209 1.7870 0.2298
C -0.5450 -1.0323 1.3548
C 0.2469 2.8706 -0.1881
C -0.3033 -1.0103 -0.1519
C -0.2773 -2.3475 -0.9770
H -0.0502 3.5084 0.6343
H -0.3597 -2.2612 -1.9929
H -0.1832 -2.0023 1.6645
H -0.0465 -0.3252 1.9657
H -1.0126 -0.3356 -0.4969
H 1.5909 0.2618 -1.8754
H -1.6022 -0.9643 1.4725
H -1.0414 -2.8671 -0.5382
H 0.6982 -3.0149 -0.7993
H -0.6225 2.4970 -0.5549
H 0.6342 3.5448 -1.0311
H 1.6150 1.7432 1.1041
*
```

Stability, highest: *ii*

*i*
DFT (ωB97M-V/def2-TZVPD) results for C8H10N2O in the gas phase.

SMILES   Cn1ncc2c1CCCC2=O
Orbital gap   9.505 eV
LUMO   0.60 eV
Highest occupied orbital energy   -8.91 eV

The geometry in ORCA input format:
```
! RIJCOSX wB97M-V def2-TZVPD def2/J DEFGRID3
* xyz 0 1
O 1.0326 -0.7811 3.0737
N -1.0277 1.4187 -0.4459
N -1.2876 2.1599 0.6765
C -0.6224 1.5110 1.7590
C -0.0211 0.3725 1.3129
C 0.8361 -0.7524 1.8774
C 0.3145 -0.6964 -1.0746
C 1.4423 -1.3619 -0.5303
C -0.1398 0.3154 -0.1540
C 1.2344 -1.8192 0.8634
C -1.5559 1.8238 -1.7263
H -0.8589 1.6890 2.6710
H -0.3748 -1.6130 -1.2655
H -1.8665 2.7439 -1.4034
H 2.0232 -0.5838 -0.5729
H 0.2514 -2.4971 0.9141
H -1.0572 1.2344 -2.3828
H 1.6551 -2.3502 -1.1398
H -2.7437 1.5746 -1.8964
H 0.6025 -0.0399 -1.9591
H 2.1635 -2.3481 1.4031
*
```

*ii*
DFT (ωB97M-V/def2-TZVPD) results for C8H10N2O in the gas phase.

SMILES   [H]/N=C/[C@]1(C)C(=O)N=CC=C1C
Orbital gap   9.020 eV
LUMO   -0.24 eV
Highest occupied orbital energy   -9.26 eV

The geometry in ORCA input format:
```
! RIJCOSX wB97M-V def2-TZVPD def2/J DEFGRID3
* xyz 0 1
O -1.3430 2.3176 1.2743
N -1.3562 -1.5301 0.8584
N -1.6874 1.6731 -0.7976
C -1.0008 1.5459 0.3917
C -1.4993 0.8068 -1.7431
C 1.3230 0.8939 1.2522
C 1.4646 -1.2463 -0.8422
C 0.0589 0.4061 0.5248
C 0.3525 -0.3170 -0.7018
C -0.3616 -0.1378 -1.8420
C -0.8793 -0.4796 1.4094
H -0.7453 -0.0366 2.4560
H 1.2884 1.8888 1.5454
H 2.1870 0.7244 0.6755
H -2.2159 0.7665 -2.6454
H 2.2756 -0.8066 -1.4461
H 1.3659 0.2457 2.0793
H -1.8528 -2.1041 1.5535
H 1.7388 -1.7541 0.2146
H -0.2253 -0.7246 -2.7319
H 1.1121 -2.1320 -1.4850
*
```

Stability, highest: *ii*

*i*
DFT (ωB97M-V/def2-TZVPD) results for C17H22N2O3S in the gas phase.

SMILES   Cc1ccc(S(=O)(=O)N2CCN(Cc3ccco3)CC2)c(C)c1
Orbital gap   9.326 eV
LUMO   0.63 eV
Highest occupied orbital energy   -8.69 eV

The geometry in ORCA input format:
```
! RIJCOSX wB97M-V def2-TZVPD def2/J DEFGRID3
* xyz 0 1
S -2.6021 -1.2652 -1.2469
O -3.4866 -0.6576 -2.1979
O -2.9055 -2.5909 -0.7887
O 2.2923 1.0559 2.9198
N -0.6492 1.3954 1.2573
N -2.6291 -0.2871 0.0975
C 1.5525 -0.7663 -3.1111
C -0.0178 -3.1796 -0.6501
C -2.6709 1.1416 -0.0786
C 0.7582 2.2195 4.0306
C -0.9394 -1.1954 -1.9486
C 0.4736 0.0464 -3.4461
C -1.2797 1.7729 0.0041
C -0.5144 -0.0500 1.3295
C 1.6679 1.6660 4.9644
C -1.8993 -0.6957 1.2693
C 2.8947 -0.5541 -3.7400
C 0.6323 2.0656 1.4348
C 1.1844 1.8201 2.7983
C 2.5778 0.9721 4.2311
C 1.3481 -1.7985 -2.2079
C 0.1114 -2.0400 -1.6117
C -0.7601 -0.1737 -2.8669
H -0.0957 2.8287 4.2412
H 3.0526 0.4964 -3.9724
H -1.6152 0.4304 -3.1258
H -0.6707 1.4569 -0.8625
H -3.2987 1.5600 0.7154
H -1.0565 -3.4727 -0.5400
H 1.6453 1.7742 6.0292
H -0.0393 -0.3072 2.2783
H 3.4419 0.4021 4.5090
H -2.4718 -0.3863 2.1504
H 0.3735 -2.8964 0.3279
H 0.6018 0.8469 -4.1594
H 1.3769 1.7316 0.6901
H 2.1758 -2.4459 -1.9534
H -1.8336 -1.7828 1.2495
H -1.3785 2.8607 -0.0209
H 0.1180 -0.4258 0.5049
H 0.5619 -4.0298 -1.0042
H 2.9574 -1.1172 -4.6714
H 0.4619 3.1378 1.3013
H 3.6914 -0.8977 -3.0848
H -3.1375 1.3347 -1.0441
*
```

*ii*
DFT (ωB97M-V/def2-TZVPD) results for C17H22N2O3S in the gas phase.

SMILES   COCCCN(Cc1ccccn1)S(=O)(=O)Cc1ccccc1
Orbital gap   9.859 eV
LUMO   0.82 eV
Highest occupied orbital energy   -9.04 eV

The geometry in ORCA input format:
```
! RIJCOSX wB97M-V def2-TZVPD def2/J DEFGRID3
* xyz 0 1
S -2.2530 -0.2883 -0.4516
O -2.1719 -1.6721 -0.8097
O 1.1201 3.7263 0.9494
O -3.5370 0.2376 -0.0823
N 0.4903 -2.9998 0.2171
N -1.2251 0.0077 0.8107
C 0.2544 -0.7849 -2.4359
C 2.5169 3.8465 1.0105
C 0.6805 1.5379 -2.0086
C -0.2221 0.4863 -2.1248
C 2.0357 1.3206 -2.1940
C 1.6094 -1.0010 -2.6057
C -1.5682 -4.1478 1.6714
C -1.6753 0.6913 -1.8945
C -1.5078 1.1258 1.6756
C -0.3063 -2.2536 0.9650
C -0.0188 -0.7736 0.9675
C -0.8630 2.4516 1.2603
C -0.7460 -4.9303 0.8735
C 2.5037 0.0511 -2.4855
C 0.6580 2.4594 1.3629
C -1.3414 -2.7859 1.7277
C 0.2700 -4.3036 0.1736
H -1.1430 2.6931 0.2360
H 3.5617 -0.1174 -2.6221
H 1.9682 -1.9935 -2.8290
H 0.9718 2.2654 2.4019
H -2.3735 -4.5943 2.2366
H -0.8943 -5.9962 0.7957
H 2.8823 3.7321 2.0390
H -1.2522 3.2434 1.9024
H 0.7094 -0.5716 0.1748
H 3.0085 3.0947 0.3803
H 2.7605 4.8432 0.6487
H 0.3263 2.5327 -1.7798
H 0.4319 -0.5031 1.9278
H 2.7253 2.1482 -2.1104
H 0.9454 -4.8652 -0.4591
H -1.2029 0.8693 2.6954
H -0.4427 -1.6042 -2.5101
H 1.0960 1.6809 0.7215
H -1.9643 -2.1352 2.3213
H -2.2851 0.3066 -2.7092
H -1.9396 1.7243 -1.6903
H -2.5929 1.2458 1.6559
*
```

Stability, highest: *ii*

*i*
DFT (ωB97M-V/def2-TZVPD) results for 2 unconnected molecules or ions with the total composition C3H9OS.

Orbital gap   6.911 eV
LUMO   4.12 eV
Highest occupied orbital energy   -2.79 eV

The geometry in ORCA input format:
```
! RIJCOSX wB97M-V def2-TZVPD def2/J DEFGRID3
* xyz -1 1
S 1.8430 0.7343 -0.9522
O -0.2874 -0.3547 -2.9818
C -0.3779 0.4680 0.8044
C 1.0077 1.1932 0.5638
C -0.4135 -1.1064 0.8918
H 0.3666 -0.1472 -2.1808
H -1.3620 -1.5940 0.3420
H -1.0837 0.7257 -0.0879
H -0.9436 0.8355 1.6793
H -1.0387 -0.7570 -2.5106
H 0.7023 2.2203 0.6619
H 0.5166 -1.3820 0.3581
H 1.6460 0.6682 1.3990
H -0.5752 -1.5039 2.0130
*
```

*ii*
DFT (ωB97M-V/def2-TZVPD) results for 2 unconnected molecules or ions with the total composition C3H9OS.

Orbital gap   5.063 eV
LUMO   3.03 eV
Highest occupied orbital energy   -2.03 eV

The geometry in ORCA input format:
```
! RIJCOSX wB97M-V def2-TZVPD def2/J DEFGRID3
* xyz -1 1
S -1.5143 0.1716 2.3177
O 1.2505 -1.7117 -1.4725
C 1.1716 0.4612 0.1774
C 0.0550 -1.1292 -1.4099
C 0.1701 0.3884 -0.9503
H -1.5312 0.5333 3.5878
H 2.1041 0.0224 -0.1857
H 0.5018 0.9819 -1.8001
H 1.3052 1.4862 0.5783
H -2.4389 0.9854 1.9238
H 0.8631 -0.2439 0.9490
H -0.5055 -1.1791 -2.3859
H -0.6167 -1.5809 -0.5828
H -0.8149 0.8142 -0.7467
*
```

Stability, highest: *i*

*i*
DFT (ωB97M-V/def2-TZVPD) results for C4H5N3S in the gas phase.

SMILES   CNC1=NC(=S)C=N1
Orbital gap   7.449 eV
LUMO   -1.25 eV
Highest occupied orbital energy   -8.70 eV

The geometry in ORCA input format:
```
! RIJCOSX wB97M-V def2-TZVPD def2/J DEFGRID3
* xyz 0 1
S -0.6270 1.3735 -3.3516
N 0.2327 -0.4229 1.2123
N -0.1354 0.8543 -0.7266
N -0.1405 -1.5021 -0.8380
C 0.3834 0.7000 2.1232
C -0.0115 -0.2880 -0.0816
C -0.3763 0.4720 -2.0164
C -0.3696 -1.0428 -2.0174
H -0.5066 -1.6684 -2.8772
H 0.2879 -1.3880 1.5429
H 0.3404 1.6054 1.5185
H 1.3477 0.6169 2.6559
H -0.4252 0.6902 2.8560
*
```

*ii*
DFT (ωB97M-V/def2-TZVPD) results for C4H5N3S in the gas phase.

SMILES   C=C1N=CNN1C=S
Orbital gap   8.095 eV
LUMO   -0.19 eV
Highest occupied orbital energy   -8.28 eV

The geometry in ORCA input format:
```
! RIJCOSX wB97M-V def2-TZVPD def2/J DEFGRID3
* xyz 0 1
S 3.1488 -0.1064 -0.0588
N 0.5280 -1.4647 -0.0961
N -1.6428 -0.7437 -0.1677
N 0.5571 -0.0327 -0.1781
C -0.8098 -1.7410 -0.0413
C 1.6755 0.5980 -0.1496
C -1.3195 1.6617 0.0129
C -0.8123 0.4017 -0.1183
H -1.0719 -2.7672 0.0774
H 1.5301 1.6573 0.0042
H 1.2182 -1.8984 0.5404
H -2.3261 1.9043 0.2458
H -0.6753 2.5310 -0.0706
*
```

*iii*
DFT (ωB97M-V/def2-TZVPD) results for C4H5N3S in the gas phase.

SMILES   N#C[C@H]1CN1C(N)=S
Orbital gap   9.015 eV
LUMO   0.38 eV
Highest occupied orbital energy   -8.64 eV

The geometry in ORCA input format:
```
! RIJCOSX wB97M-V def2-TZVPD def2/J DEFGRID3
* xyz 0 1
S 0.2953 -1.6881 -0.2306
N -2.7761 -0.3896 0.6428
N 0.4681 0.8057 -0.5530
N 2.2758 0.2014 0.5772
C -0.9028 0.9323 -0.5370
C -1.7430 -0.0784 0.1593
C 0.0009 1.9844 0.1242
C 1.1309 -0.2420 -0.0668
H 2.8612 1.0382 0.2172
H -1.2508 1.5808 -1.3634
H 0.2361 2.1776 1.2937
H 0.1643 2.9235 -0.3024
H 2.5742 -0.6100 1.0973
*
```

Stability, highest: *i*

*i*
DFT (ωB97M-V/def2-TZVPD) results for C4H5N3S in the gas phase.

SMILES   N#C[C@H]1CN1C(N)=S
Orbital gap   8.621 eV
LUMO   0.10 eV
Highest occupied orbital energy   -8.52 eV

The geometry in ORCA input format:
```
! RIJCOSX wB97M-V def2-TZVPD def2/J DEFGRID3
* xyz 0 1
S -1.2092 -2.1496 0.2656
N -0.1406 0.2039 0.5584
N 2.8459 -1.8120 -0.6587
N -2.2277 0.1480 -0.6313
C 0.8554 1.1628 -0.0186
C 1.2931 -0.0463 0.6265
C 2.0733 -1.1279 -0.0557
C -1.1922 -0.4847 -0.0474
H 0.8643 1.3055 -1.1963
H -2.6046 1.1178 -0.3573
H -3.2550 -0.4757 -0.4883
H 1.0658 2.1773 0.3628
H 1.6314 -0.0191 1.6404
*
```

*ii*
DFT (ωB97M-V/def2-TZVPD) results for C4H5N3S in the gas phase.

SMILES   Cc1cc(=S)nn[nH]1
Orbital gap   7.973 eV
LUMO   -0.27 eV
Highest occupied orbital energy   -8.25 eV

The geometry in ORCA input format:
```
! RIJCOSX wB97M-V def2-TZVPD def2/J DEFGRID3
* xyz 0 1
S 3.5118 -0.2094 -0.0902
N -0.5279 1.2471 -0.1538
N 1.6196 1.6969 0.1612
N 0.4465 2.1270 0.0356
C -1.5985 -0.9460 -0.0100
C -0.3664 -0.0958 0.0166
C 0.8970 -0.6297 0.0968
C 1.9605 0.3022 0.0587
H -1.4128 1.6841 -0.4298
H -2.1414 -0.8127 0.9566
H -2.2481 -0.7092 -0.9038
H -1.2481 -1.9880 -0.0529
H 1.1079 -1.6666 0.3149
*
```

Stability, highest: *ii*